(w)
This record from OMol25 describes a single C6H12N2O molecule. The level of theory is ωB97M-V/def2-TZVPD.

Computed properties:
**LUMO level**: 0.03087 Ha
**Gap between HOMO and LUMO**: 9.54 eV
**SMILES string**: C=C(/C(N)=N/C)[C@H](C)O

Geometry (Å):
C 0.428 1.692 -0.020
C 0.934 -2.043 1.206
C 1.545 1.477 -1.016
C -0.632 -0.750 -0.051
C -1.007 0.629 -0.414
N -1.488 -1.804 -0.249
C -2.279 1.022 -0.546
O 0.873 1.842 1.290
N 0.547 -0.853 0.481
H 1.412 1.062 1.508
H -0.103 2.617 -0.242
H -2.241 -1.663 -0.907
H -1.089 -2.731 -0.259
H 0.740 -1.939 2.279
H 2.004 -2.257 1.092
H 0.479 -2.999 0.918
H 2.170 0.618 -0.760
H 1.143 1.337 -2.020
H 2.209 2.351 -1.010
H -2.517 2.030 -0.877
H -3.131 0.359 -0.404

---

(x)
This record from OMol25 describes a single C6H12N2O molecule. The level of theory is ωB97M-V/def2-TZVPD.

Computed properties:
**LUMO level**: 0.03524 Ha
**Gap between HOMO and LUMO**: 9.74 eV
**SMILES string**: C=C=N[C@@H](OC)N(C)C

Geometry (Å):
C 1.001 -1.576 0.080
C 1.004 1.838 1.427
C 0.825 1.575 -0.993
N 0.197 1.408 0.304
C -1.880 -1.120 -0.674
C -0.661 0.342 0.534
C -2.522 -2.210 -0.983
O -0.060 -1.119 0.883
N -1.495 0.052 -0.565
H -1.216 0.489 1.468
H 1.938 -1.046 0.294
H 1.157 -2.634 0.302
H 0.765 -1.461 -0.986
H 0.425 1.760 2.346
H 1.282 2.884 1.282
H 1.917 1.239 1.535
H 0.937 2.644 -1.187
H 1.818 1.113 -1.042
H 0.187 1.139 -1.756
H -3.588 -2.268 -0.828
H -2.030 -3.049 -1.442

---

(y)
This record from OMol25 describes 2 unconnected molecules or ions with the total composition C6H12N2O. The level of theory is ωB97M-V/def2-TZVPD.

Computed properties:
**LUMO level**: 0.01487 Ha
**Gap between HOMO and LUMO**: 10.29 eV
**SMILES string**: [H]/N=C/C(C)(C)C#N.CO

Geometry (Å):
C 1.071 -0.584 0.053
C 0.643 0.820 -0.337
C -2.589 1.052 -0.528
C 0.952 -0.849 1.561
C 0.296 -1.633 -0.761
N 0.536 1.762 0.547
O -1.623 0.540 0.354
C 2.483 -0.627 -0.337
N 3.583 -0.667 -0.662
H 0.597 0.990 -1.417
H 0.475 2.691 0.140
H -0.923 1.343 0.802
H -2.917 0.256 -1.203
H -2.192 1.882 -1.133
H -3.465 1.421 0.020
H 1.403 -1.809 1.804
H -0.101 -0.867 1.832
H 1.453 -0.066 2.126
H 0.675 -2.630 -0.542
H 0.397 -1.456 -1.832
H -0.755 -1.570 -0.486

---

(z)
This record from OMol25 describes 2 unconnected molecules or ions with the total composition C6H12N2O. The level of theory is ωB97M-V/def2-TZVPD.

Computed properties:
**LUMO level (alpha / beta)**: 0.03653 / 0.03653 Ha
**Gap between HOMO and LUMO (alpha / beta)**: 7.89 / 7.89 eV

Geometry (Å):
C 0.701 -0.491 -1.635
C -0.536 0.548 2.121
N -1.202 1.387 -0.576
C 0.168 -0.075 -0.341
C -0.024 -0.080 0.901
N -1.640 1.279 -1.916
C 1.343 -1.319 1.189
C 1.128 -2.615 1.068
O -0.513 2.631 -0.430
H 0.193 2.643 -1.101
H -2.542 0.811 -1.890
H -1.775 2.163 -2.413
H 2.213 -0.879 1.664
H 1.566 0.110 -1.922
H 0.954 -1.550 -1.662
H -0.063 -0.327 -2.405
H -1.317 1.252 1.835
H -0.944 -0.212 2.788
H 0.258 1.079 2.648
H 0.247 -2.997 0.563
H 1.784 -3.359 1.512

---

Computed relative energies in units of kcal/mol: (w) 0.0; (x) 18.8; (y) 2.5; (z) 127.2

---

(w)
This record from OMol25 describes 3 unconnected molecules or ions with the total composition C3H14NO3. The level of theory is ωB97M-V/def2-TZVPD.

Computed properties:
**LUMO level**: -0.10225 Ha
**Gap between HOMO and LUMO**: 11.30 eV
**Charge**: +1

Geometry (Å):
C 0.318 0.482 -0.943
C 0.843 -0.838 -1.453
C 2.014 -1.276 -0.576
O 1.478 -1.474 0.753
N -0.622 0.286 0.212
H -0.258 1.038 -1.681
H 1.101 1.177 -0.659
H 0.163 -1.682 -1.507
H 1.312 -0.658 -2.423
H 2.455 -2.220 -0.863
H 2.808 -0.534 -0.485
H 1.700 -2.327 1.139
H -1.033 -0.643 0.264
H -1.476 0.850 0.182
H -0.206 0.553 1.110
H 0.688 3.037 1.672
H -0.252 2.688 2.846
O -0.062 2.482 1.921
H -3.846 -0.194 -0.586
H -3.873 -0.400 0.909
O -3.253 -0.346 0.166

---

(x)
This record from OMol25 describes 4 unconnected molecules or ions with the total composition C3H14NO3. The level of theory is ωB97M-V/def2-TZVPD.

Computed properties:
**LUMO level**: -0.14797 Ha
**Gap between HOMO and LUMO**: 11.10 eV
**Charge**: +1

Geometry (Å):
C -0.246 -1.934 -0.044
C 0.341 -1.023 1.053
C -1.595 0.501 1.486
N -0.482 0.207 0.960
H 0.227 -1.655 -0.978
H -1.325 -1.984 -0.033
H 0.041 -2.949 0.229
H 1.383 -0.773 0.870
H 0.372 -1.359 2.078
H -2.146 1.344 1.090
H -2.136 -0.265 2.042
H -0.105 0.748 0.172
H 0.877 2.116 -1.598
H 0.394 0.788 -2.268
O 0.390 1.304 -1.427
H 1.550 1.224 2.736
H 0.245 1.623 3.418
O 0.699 0.871 3.021
H 0.115 -0.232 -4.484
H 0.687 1.154 -4.382
O 0.717 0.294 -3.942

---

(y)
This record from OMol25 describes 4 unconnected molecules or ions with the total composition C3H14NO3. The level of theory is ωB97M-V/def2-TZVPD.

Computed properties:
**LUMO level**: -0.16764 Ha
**Gap between HOMO and LUMO**: 9.79 eV
**Charge**: +1

Geometry (Å):
C -0.436 -3.458 -0.618
C -0.677 -2.010 -0.319
C 1.627 -1.822 0.252
N 0.566 -1.189 -0.034
H -0.423 -4.018 0.333
H -1.194 -3.926 -1.237
H 0.501 -3.802 -1.096
H -1.330 -1.568 -1.067
H -1.277 -1.817 0.578
H 2.553 -1.313 0.500
H 1.819 -2.899 0.323
H 0.588 -0.237 -0.394
H -1.730 1.241 1.513
H -1.227 1.919 0.304
O -1.129 1.038 0.780
H 1.564 3.576 0.670
H 2.928 3.188 0.363
O 2.102 2.777 0.646
H -1.458 2.860 -1.628
H -2.553 2.804 -0.557
O -1.662 3.119 -0.730

---

(z)
This record from OMol25 describes 3 unconnected molecules or ions with the total composition C3H14NO3. The level of theory is ωB97M-V/def2-TZVPD.

Computed properties:
**LUMO level**: -0.11187 Ha
**Gap between HOMO and LUMO**: 12.13 eV
**Charge**: +1

Geometry (Å):
C -0.168 1.468 1.192
O -1.577 1.372 1.057
C 0.477 0.218 0.552
C 1.876 -0.008 1.065
N -0.391 -0.927 1.198
H 0.191 2.440 0.845
H 0.068 1.439 2.267
H -1.885 1.795 0.249
H 0.345 0.164 -0.527
H 2.046 -1.091 1.179
H 2.072 0.472 2.027
H 2.707 0.199 0.383
H -1.210 -0.543 1.681
H -0.735 -1.613 0.520
H 0.003 -1.474 1.964
H -2.271 -1.432 -2.200
H -0.919 -0.759 -1.596
O -1.617 -1.413 -1.500
H 0.257 -0.843 -3.216
H 0.101 0.502 -3.891
O 0.630 0.032 -3.249

---

Computed relative energies in units of kcal/mol: (w) 0.0; (x) 24.1; (y) 37.9; (z) 19.4